1.
11
Properties=species:S:1:pos:R:3:forces:R:3 method="wB97M-V/def2-TZVPD" charge=+1 e_above_lowest_kcal_mol=103.14 homo_lumo_gap_ev=10.28
C -0.39114 0.97248 0.51316 0.7 -0.4 0.9
C 0.48344 -0.01696 -0.12630 4.2 -1.1 0.9
N 0.22363 -0.31083 -1.43607 0.1 2.3 -1.6
N -0.62012 -0.51727 0.70858 -1.0 -1.4 0.4
H -0.23986 1.61156 1.38584 0.4 -0.6 -0.2
H -1.00821 1.37809 -0.23509 -1.4 0.4 -0.4
H 2.09230 -0.28159 0.43997 -4.3 0.6 -1.1
H 0.30376 -1.24862 -1.76783 0.4 -0.3 -0.2
H 0.41487 0.46916 -2.11169 -0.1 -1.5 0.8
H -0.40750 -1.16955 1.45965 0.5 1.2 1.0
H -1.41194 -0.99280 0.24909 0.4 0.9 -0.5

***

2.
100
Properties=species:S:1:pos:R:3:forces:R:3 method="wB97M-V/def2-TZVPD" charge=-2 e_above_lowest_kcal_mol=0.00 homo_lumo_gap_ev="4.79 / 4.89" spin_multiplicity=5 s2=6.0120
Fe -1.72954 -0.44342 -0.24715 -0.5 -0.1 0.3
C -0.30352 -0.24505 4.56193 0.0 0.0 0.0
Si -0.61221 -0.86430 2.78634 0.0 -0.1 0.0
C 1.11816 -0.95418 2.07204 0.0 0.0 0.0
C -1.23740 -2.63381 3.02671 0.0 0.0 0.0
N -1.66298 0.04611 1.79394 0.1 0.2 0.0
C -2.60396 0.97435 2.16380 -0.1 0.0 0.0
C -2.96452 1.30099 3.48007 0.0 0.0 0.0
C -3.85084 2.33364 3.79308 0.0 0.0 0.0
C -4.42056 3.07889 2.77952 0.0 0.0 0.0
C -4.13369 2.73695 1.45428 0.0 0.0 0.0
C -3.30017 1.66988 1.10884 0.0 0.0 0.0
N -3.07818 1.23490 -0.19020 0.0 0.1 -0.1
Si -4.11071 1.65921 -1.47526 0.0 -0.1 -0.1
C -3.81935 3.40512 -2.17439 0.0 0.0 0.0
C -3.95073 0.47049 -2.93585 0.0 0.0 0.0
C -5.97540 1.60574 -1.07993 0.0 0.0 0.0
H 0.57161 -0.78972 4.93494 0.0 0.0 0.0
H -1.12981 -0.43593 5.25042 0.0 0.0 0.0
H -0.07371 0.82327 4.59017 0.0 0.0 0.0
H 1.67169 -1.78278 2.52724 0.0 0.0 0.0
H 1.65936 -0.02571 2.28474 0.0 0.0 0.0
H 1.13214 -1.08341 0.99042 0.0 0.0 0.0
H -0.56335 -3.19949 3.67988 0.0 0.0 0.0
H -1.31223 -3.16004 2.07257 0.0 0.0 0.0
H -2.23123 -2.62313 3.48721 0.0 0.0 0.0
H -2.52612 0.73883 4.29192 0.0 0.0 0.0
H -4.07370 2.54799 4.83381 0.0 0.0 0.0
H -5.08438 3.90953 2.99540 0.0 0.0 0.0
H -4.58085 3.32456 0.65848 0.0 0.0 0.0
H -2.74804 3.61222 -2.25388 0.0 0.0 0.0
H -4.25835 4.17740 -1.53615 0.0 0.0 0.0
H -4.26335 3.49779 -3.17197 0.0 0.0 0.0
H -3.32588 0.86511 -3.73964 0.0 0.0 0.0
H -4.94993 0.27945 -3.34380 0.0 0.0 0.0
H -3.51584 -0.48228 -2.63093 0.0 0.0 0.0
H -6.23252 1.98617 -0.09039 0.0 0.0 0.0
H -6.34232 0.57758 -1.15630 0.0 0.0 0.0
H -6.51185 2.20080 -1.82812 0.0 0.0 0.0
C -6.01932 -2.08561 0.53548 0.0 0.0 0.0
C -5.89426 -3.41401 0.15979 0.0 0.0 0.0
C -4.66010 -3.89669 -0.23437 0.0 0.0 0.0
C -3.55646 -3.03627 -0.25248 0.0 0.0 0.0
N -3.70953 -1.74467 0.05949 0.1 0.0 0.0
C -4.88930 -1.28651 0.45945 0.0 0.0 0.0
C -2.16696 -3.45965 -0.57893 0.0 0.0 0.1
C -1.86851 -4.81698 -0.74350 0.0 0.0 0.0
C -0.56374 -5.21873 -0.97240 0.0 0.0 0.0
C 0.43970 -4.25710 -1.04034 0.0 0.0 0.0
C 0.13141 -2.91356 -0.87743 0.0 0.0 -0.1
C -1.17616 -2.46178 -0.63104 0.1 0.0 -0.2
H -6.96019 -1.66795 0.86842 0.0 0.0 0.0
H -6.75372 -4.07531 0.17709 0.0 0.0 0.0
H -4.55313 -4.93154 -0.52549 0.0 0.0 0.0
H -4.91458 -0.23638 0.72919 0.0 0.0 0.0
H -2.64038 -5.57600 -0.67481 0.0 0.0 0.0
H -0.33092 -6.27168 -1.09027 0.0 0.0 0.0
H 1.46813 -4.55492 -1.22025 0.0 0.0 0.0
H 0.93779 -2.19017 -0.95532 0.0 0.0 0.0
C 0.24978 2.87841 -4.36315 0.0 0.0 0.0
O -0.29177 1.66072 -3.88992 0.0 0.0 0.0
C -0.54122 1.49313 -2.55811 0.1 0.0 0.0
O -1.08206 0.46524 -2.21919 0.1 0.0 0.0
N -0.21334 2.52884 -1.75482 -0.1 0.0 0.0
N -0.25636 2.45625 -0.35089 0.2 -0.1 -0.1
H 0.27723 2.79343 -5.44695 0.0 0.0 0.0
H 1.27134 3.03395 -4.00195 0.0 0.0 0.0
H -0.37705 3.73155 -4.08963 0.0 0.0 0.0
H 0.34282 3.28055 -2.11086 0.0 0.0 0.0
H -1.21968 2.24133 -0.09272 0.0 0.0 0.0
H 0.33929 1.66637 -0.08957 0.0 0.0 0.0
Cl 5.10394 -0.72851 1.94244 0.0 0.0 0.0
C 6.43185 -1.32500 1.01375 -0.1 0.0 0.0
C 7.28628 -2.23938 1.60826 0.0 0.0 0.0
C 8.28510 -2.84171 0.86203 0.0 0.0 0.0
C 8.42103 -2.53244 -0.48095 0.0 0.0 0.0
C 7.57730 -1.59468 -1.05101 0.0 0.1 0.0
Cl 7.79319 -1.21307 -2.73294 0.0 0.0 0.0
C 6.57217 -0.93920 -0.32989 0.1 0.0 0.0
N 5.73705 -0.01785 -0.96368 -0.2 -0.1 -0.2
C 5.49682 1.24407 -0.43178 0.0 0.1 0.0
C 6.40981 1.85803 0.42784 0.0 0.0 0.0
C 6.15360 3.11201 0.95995 0.0 0.0 0.0
C 4.98680 3.78219 0.63244 0.0 0.0 0.0
C 4.10223 3.19161 -0.26279 0.0 0.0 0.0
C 4.33868 1.94545 -0.82555 0.0 0.0 0.0
C 3.39674 1.38525 -1.86221 0.0 0.0 0.0
C 2.66822 0.08562 -1.41901 0.0 0.0 0.1
O 3.30056 -0.98658 -1.61537 0.1 0.1 0.0
O 1.54580 0.22614 -0.90577 0.1 0.0 -0.1
H 7.13029 -2.49729 2.64687 0.0 0.0 0.0
H 8.94292 -3.56810 1.32148 0.0 0.0 0.0
H 9.17870 -3.00282 -1.09225 0.0 0.0 0.0
H 4.91208 -0.46421 -1.43923 0.0 0.1 0.2
H 7.31750 1.33077 0.69807 0.0 0.0 0.0
H 6.86804 3.55764 1.64259 0.0 0.0 0.0
H 4.76281 4.75012 1.06269 0.0 0.0 0.0
H 3.18562 3.70585 -0.53089 0.0 0.0 0.0
H 3.95777 1.16822 -2.77728 0.0 0.0 0.0
H 2.64259 2.13991 -2.08604 0.0 0.0 0.0

***

3.
9
Properties=species:S:1:pos:R:3:forces:R:3 method="wB97M-V/def2-TZVPD" e_above_lowest_kcal_mol=17.11 homo_lumo_gap_ev=9.50 smiles=CP(S)S
C 0.52503 -1.11804 -0.15078 3.1 1.5 -1.3
P -0.42545 0.36925 -0.56395 0.6 1.7 -0.4
S -1.81336 0.14125 0.99045 -0.1 0.3 0.4
S 0.97727 2.12429 0.02895 -1.0 -1.2 -0.5
H 0.80695 -1.74214 -1.01279 -0.1 0.5 0.2
H -0.11255 -1.61565 0.45161 -1.6 -2.1 2.0
H 1.43241 -0.79748 0.40398 -0.5 -0.5 -0.3
H -2.86308 0.28222 0.18476 -0.2 0.2 -0.1
H 0.81156 2.21322 1.35669 -0.1 -0.3 0.0

***

4.
13
Properties=species:S:1:pos:R:3:forces:R:3 method="wB97M-V/def2-TZVPD" e_above_lowest_kcal_mol=40.98 homo_lumo_gap_ev=10.84 smiles="C[C@H]1CN1C=O"
C 1.30104 1.20799 0.27817 0.0 0.0 0.0
C -0.01966 0.57056 -0.07117 0.0 0.2 0.1
C -0.14080 -0.40728 -1.19053 0.0 0.0 -0.3
N -0.13856 -0.84410 0.19400 -0.1 -0.1 0.2
C -1.28158 -1.38923 0.77463 -0.1 -0.3 -0.1
O -1.66775 -2.51347 0.58066 0.1 0.5 0.0
H 1.37239 1.39660 1.35447 0.0 0.0 -0.1
H 1.42679 2.15958 -0.24824 0.0 -0.1 0.1
H 2.12489 0.54379 -0.00130 -0.1 0.1 0.0
H -0.90732 1.17237 0.13949 0.1 -0.1 -0.1
H -1.09103 -0.45742 -1.72007 0.2 0.0 0.1
H 0.73167 -0.67090 -1.78349 -0.1 0.0 0.1
H -1.80045 -0.69304 1.46363 0.1 -0.1 0.1

***

5.
158
Properties=species:S:1:pos:R:3:forces:R:3 method="wB97M-V/def2-TZVPD" charge=-1 homo_lumo_gap_ev="3.33 / 4.57"
Rb 0.66489 -0.24273 1.36523 -0.1 0.2 -0.1
N -1.30111 1.50780 2.62381 0.1 0.2 -0.1
C -2.28695 1.81882 3.65036 0.0 -0.2 0.0
C -3.68490 1.47901 3.13256 0.0 -0.1 0.0
N -3.72979 0.15482 2.53275 -0.1 0.1 0.2
C -4.60872 0.03877 1.38830 0.1 0.0 0.0
C -4.11219 0.84353 0.17950 0.0 0.0 0.0
N -2.66730 0.75297 0.03785 0.0 -0.1 0.0
C -3.82894 -0.92388 3.49177 0.1 0.0 -0.1
C -3.20674 -2.21076 2.95989 0.0 0.0 -0.1
N -1.84068 -1.94149 2.51855 0.0 -0.1 0.0
H -0.67874 2.28491 2.43084 -0.1 0.1 0.1
H -1.79099 1.29224 1.74805 0.1 0.0 -0.1
H -2.28035 2.87657 3.93557 0.0 0.0 0.0
H -2.07192 1.24457 4.56163 0.0 0.0 0.0
H -3.93319 2.20667 2.35873 0.0 0.0 0.0
H -4.43169 1.58968 3.93819 0.0 0.0 0.0
H -5.64407 0.34763 1.62418 0.0 0.0 0.0
H -4.65146 -1.01477 1.10713 0.0 0.0 0.0
H -4.37835 1.89690 0.30345 0.0 0.0 0.0
H -4.65961 0.48855 -0.70512 0.0 0.0 0.0
H -2.31308 1.41332 -0.64573 0.0 0.1 0.0
H -2.37686 -0.16601 -0.29993 0.0 0.0 -0.1
H -4.87130 -1.11135 3.80708 0.0 0.0 0.0
H -3.26168 -0.62304 4.37525 0.0 0.0 0.0
H -3.83611 -2.63532 2.16721 0.0 0.0 0.0
H -3.19908 -2.94486 3.77096 0.0 0.0 0.0
H -1.85813 -1.05164 2.02553 -0.1 0.0 0.0
H -1.52027 -2.63503 1.84715 0.0 0.1 -0.1
C -0.13734 5.37297 2.46480 0.0 0.0 0.0
C 0.82200 5.41678 1.30881 -0.1 0.0 0.0
C 0.63320 6.30260 0.25169 0.0 0.0 -0.1
C 1.54925 6.32172 -0.78465 0.0 -0.1 0.0
C 2.62074 5.44181 -0.73618 -0.1 0.0 -0.1
C 2.70454 4.56056 0.33373 0.0 -0.1 0.0
N 1.83787 4.55770 1.34223 0.0 0.0 0.0
Sb 4.39903 3.23841 0.38311 0.1 0.0 -0.1
C 3.72898 1.48200 -0.70085 0.0 -0.1 0.0
C 3.90517 1.55533 -2.07776 0.0 0.1 0.1
C 3.77912 0.40179 -2.83451 0.0 0.0 0.0
C 3.51245 -0.78779 -2.18809 0.0 0.0 -0.1
C 3.31276 -0.78634 -0.81021 0.0 0.1 0.0
C 2.99420 -2.07178 -0.10255 0.2 0.0 -0.2
N 3.41161 0.33758 -0.08456 0.0 -0.1 0.1
C 4.34353 2.67929 2.46096 0.0 -0.1 -0.1
C 5.58217 2.67989 3.09690 0.0 -0.1 0.0
C 5.63024 2.46797 4.46672 0.0 0.0 0.0
C 4.44179 2.31925 5.15053 0.0 0.0 0.0
C 3.23691 2.35630 4.44665 0.1 0.1 -0.1
C 1.93149 2.26855 5.16931 -0.1 -0.1 0.0
N 3.19659 2.49558 3.11892 0.0 -0.1 0.1
H -0.56834 6.35586 2.65896 0.0 0.0 0.0
H -0.95261 4.68152 2.23920 0.0 0.0 0.0
H 0.37931 5.02309 3.35807 0.0 0.0 0.0
H -0.22290 6.96510 0.24149 0.0 0.0 0.0
H 1.42687 7.00332 -1.61632 0.0 0.0 0.0
H 3.37350 5.42962 -1.51570 0.0 0.0 0.0
H 4.15792 2.49947 -2.54472 0.0 0.0 0.0
H 3.91216 0.42806 -3.90911 0.0 0.0 0.0
H 3.44349 -1.71803 -2.73598 0.0 0.0 0.0
H 3.89827 -2.67274 0.02216 0.0 0.0 0.0
H 2.58791 -1.86643 0.88056 0.1 -0.2 0.0
H 2.26062 -2.65444 -0.65799 -0.1 0.0 0.1
H 6.48614 2.84827 2.52478 0.0 0.0 0.0
H 6.57754 2.45262 4.99244 0.0 0.0 0.0
H 4.43060 2.19441 6.22590 0.0 0.0 0.0
H 2.02974 2.61607 6.19874 0.0 0.0 0.0
H 1.17974 2.86047 4.65145 0.0 0.0 0.0
H 1.58118 1.23891 5.18870 -0.1 -0.2 0.0
N 2.42474 -3.63344 3.83868 -0.1 0.0 0.0
C 3.61178 -3.28157 3.23322 0.0 0.1 0.0
C 4.63997 -4.02531 2.66618 0.0 0.0 0.0
C 5.70679 -3.31216 2.15169 0.0 0.0 0.0
C 5.74434 -1.90989 2.20003 0.0 0.0 0.0
C 4.71735 -1.17771 2.76107 0.0 0.0 0.0
C 3.63463 -1.88061 3.28411 0.0 -0.1 0.0
N 2.48132 -1.40496 3.88585 -0.2 0.1 0.1
C 1.79634 -2.46963 4.20830 0.1 0.0 -0.2
C 0.52129 -2.48087 4.92206 -0.1 0.0 0.1
C -0.17978 -3.59397 5.27704 -0.1 -0.1 0.0
S -1.59507 -3.15190 6.12060 0.1 0.1 0.0
C -1.14209 -1.49468 5.94651 -0.1 -0.3 0.1
N -0.03838 -1.29412 5.31754 0.2 0.2 0.0
H 2.04365 -4.55979 3.90422 0.0 0.0 0.0
H 4.60960 -5.10633 2.62221 0.0 0.0 0.0
H 6.52609 -3.85000 1.69215 0.0 0.0 0.0
H 6.59326 -1.39027 1.77406 0.0 0.0 0.0
H 4.73557 -0.09834 2.78461 0.0 0.1 0.0
H 0.03914 -4.63084 5.08295 0.0 0.0 0.0
H -1.76245 -0.71260 6.35966 0.0 0.0 0.0
O -0.11150 -2.47090 -0.17012 0.3 0.1 0.3
As -0.82222 -3.11328 -1.55552 -0.7 0.5 -0.5
C 0.10915 -4.92827 -1.24910 0.2 0.1 0.1
C 0.54823 -5.78569 -2.25504 -0.1 0.0 0.1
C 1.24082 -6.95802 -1.96098 0.0 0.0 0.0
C 1.51169 -7.29750 -0.64514 0.0 0.0 0.0
C 1.07298 -6.46166 0.37524 0.0 0.0 0.0
C 0.38502 -5.29546 0.07120 0.0 0.0 0.0
C -0.42633 -3.18157 -3.50810 0.1 -0.4 -0.1
C 0.85250 -2.98835 -4.02617 -0.1 0.1 0.1
C 1.07167 -2.94686 -5.39544 0.0 0.0 0.0
C 0.01433 -3.12061 -6.27830 0.0 0.0 0.0
C -1.26401 -3.33230 -5.77355 0.0 0.0 0.0
C -1.48432 -3.36175 -4.40424 0.0 0.1 0.1
C -2.62480 -3.82784 -1.31240 0.0 -0.2 0.0
C -2.96448 -5.12447 -1.68653 0.0 0.0 0.0
C -4.22604 -5.63163 -1.40632 0.0 0.0 0.0
C -5.15686 -4.84815 -0.73711 0.0 0.0 0.0
C -4.82888 -3.55024 -0.37057 0.0 0.0 0.0
C -3.56851 -3.04598 -0.66091 0.0 0.0 0.0
H 0.34734 -5.54772 -3.29271 0.0 0.0 0.0
H 1.57139 -7.60323 -2.76716 0.0 0.0 0.0
H 2.06047 -8.20337 -0.41562 0.0 0.0 0.0
H 1.27643 -6.72018 1.40934 0.0 0.0 0.0
H 0.06196 -4.63134 0.86415 0.1 0.0 0.0
H 1.68868 -2.87165 -3.34582 0.0 0.0 0.0
H 2.07440 -2.78983 -5.77690 0.0 0.0 0.0
H 0.18289 -3.09955 -7.34771 0.0 0.0 0.0
H -2.09724 -3.46910 -6.45325 0.0 0.0 0.0
H -2.49006 -3.50308 -4.02828 0.0 0.0 0.0
H -2.23939 -5.74216 -2.20282 0.0 0.0 0.1
H -4.47902 -6.64297 -1.70112 0.0 0.0 0.0
H -6.13478 -5.24907 -0.49934 0.0 0.0 0.0
H -5.56061 -2.93400 0.13944 0.0 0.0 0.0
H -3.29755 -2.03097 -0.39405 0.0 0.0 0.0
C -1.25725 6.57891 -6.20801 0.0 -0.1 0.1
C -1.23898 5.70865 -4.97991 0.0 0.0 0.0
C -0.21267 4.79812 -4.73781 0.0 0.0 0.0
C -0.16878 3.97985 -3.62166 0.1 0.1 0.0
C 0.95560 2.98041 -3.51845 0.0 0.0 0.0
C -1.20031 4.07609 -2.62703 0.0 0.0 0.1
C -1.17494 3.38139 -1.38210 -0.2 0.1 -0.1
O -0.28151 2.59550 -0.93368 0.1 -0.1 0.2
C -2.28203 4.98471 -2.90129 0.0 0.1 0.0
C -3.43663 5.12363 -1.94425 0.1 0.0 0.0
C -2.27503 5.76157 -4.03754 0.0 0.0 0.0
H -0.33772 6.45469 -6.78229 0.0 0.0 0.0
H -1.35078 7.63867 -5.95150 0.0 0.0 0.0
H -2.09654 6.33240 -6.86658 0.0 0.0 0.0
H 0.59559 4.72133 -5.46270 0.0 0.0 0.0
H 0.64671 2.00545 -3.91316 0.0 0.0 0.0
H 1.25422 2.81384 -2.48718 0.0 0.0 0.0
H 1.81429 3.31821 -4.10678 0.0 0.0 0.0
H -2.05308 3.56866 -0.73926 0.0 0.0 0.1
H -3.91238 4.15829 -1.74583 0.0 0.0 0.0
H -4.18905 5.79685 -2.35791 0.0 0.0 0.0
H -3.11467 5.52682 -0.97818 0.0 0.0 0.0
H -3.10582 6.44345 -4.20664 0.0 0.0 0.0
C -2.50544 -0.02253 -3.91546 0.0 0.0 0.0
O -2.55757 -0.98404 -2.86965 -0.1 -0.2 -0.1
C -1.43053 -1.19696 -2.11169 0.4 -0.3 0.3
C -0.25161 -0.29684 -2.32178 -0.2 0.3 0.1
H -2.28388 0.97936 -3.53316 0.0 0.0 0.0
H -3.48958 -0.02669 -4.38191 0.0 0.0 0.0
H -1.75632 -0.29265 -4.66477 0.0 0.0 0.0
H 0.00679 -0.12509 -3.37496 0.0 -0.1 0.0
H 0.61441 -0.74756 -1.83500 0.0 0.0 0.0
H -0.38407 0.70205 -1.88204 0.0 0.0 0.0

***

| no. | electronic energy (eV) |
| --- | --- |
| 1 | -5156.9932 |
| 2 | -133513.7506 |
| 3 | -32077.3146 |
| 4 | -7797.8671 |
| 5 | -168546.5953 |